Record 1
{"formula": "C42H53N9O14", "method": "wB97M-V/def2-TZVPD", "elements": ["N", "O", "H", "H", "H", "O", "H", "C", "H", "C", "H", "C", "O", "H", "N", "H", "O", "H", "H", "C", "H", "C", "C", "C", "C", "C", "H", "C", "H", "H", "H", "H", "O", "O", "O", "C", "C", "H", "C", "C", "N", "H", "C", "H", "C", "H", "H", "C", "H", "H", "N", "H", "C", "N", "C", "H", "H", "H", "C", "H", "O", "H", "O", "C", "H", "C", "H", "H", "H", "C", "H", "H", "H", "C", "O", "C", "C", "C", "N", "H", "H", "C", "H", "C", "C", "C", "H", "H", "H", "H", "C", "H", "O", "C", "H", "C", "N", "C", "H", "N", "C", "O", "H", "N", "C", "H", "C", "C", "H", "H", "C", "C", "H", "H", "C", "H", "O", "O"], "xyz": [[24.237, 34.603, 30.473], [19.131, 43.144, 33.919], [20.770, 35.327, 25.522], [19.573, 40.208, 29.939], [16.431, 34.445, 30.820], [18.348, 38.318, 24.111], [16.210, 33.990, 34.510], [24.620, 34.601, 29.015], [19.630, 42.065, 31.695], [18.150, 38.903, 31.295], [22.173, 35.956, 33.391], [24.505, 37.353, 32.636], [13.305, 36.325, 32.973], [18.764, 30.093, 28.133], [18.584, 35.009, 30.917], [13.192, 37.827, 26.011], [22.986, 34.416, 30.777], [12.583, 34.253, 31.756], [17.500, 35.396, 32.386], [20.871, 36.142, 37.814], [17.710, 34.173, 29.465], [25.429, 34.520, 26.179], [12.844, 38.713, 27.992], [14.545, 34.396, 32.965], [13.642, 33.750, 31.909], [13.504, 38.795, 29.431], [20.543, 35.586, 30.733], [26.421, 34.609, 27.197], [24.882, 38.424, 32.340], [17.772, 33.168, 30.885], [16.428, 36.721, 28.648], [21.694, 37.532, 32.400], [23.293, 37.919, 35.897], [19.976, 35.897, 35.089], [18.076, 42.013, 35.426], [19.020, 41.350, 31.998], [15.378, 31.605, 31.957], [22.546, 34.926, 28.318], [23.874, 34.518, 26.451], [19.646, 35.308, 30.130], [20.306, 30.983, 27.251], [27.348, 34.634, 26.784], [20.175, 32.255, 27.833], [16.950, 37.730, 32.602], [18.695, 37.370, 24.799], [21.541, 37.322, 34.344], [15.594, 37.931, 30.631], [15.690, 33.473, 33.622], [13.351, 31.664, 30.634], [22.293, 31.267, 26.372], [20.057, 37.069, 24.934], [21.136, 36.574, 26.688], [13.569, 37.844, 26.925], [14.337, 35.694, 33.449], [16.060, 32.177, 32.928], [16.851, 31.569, 33.334], [21.598, 36.604, 37.225], [20.211, 32.280, 29.035], [14.064, 32.345, 31.286], [21.871, 29.671, 26.470], [25.226, 34.412, 31.275], [18.803, 36.271, 32.565], [19.476, 28.843, 26.891], [26.074, 34.538, 28.598], [22.365, 36.263, 39.741], [20.429, 36.097, 25.995], [21.231, 30.675, 25.341], [18.777, 34.512, 32.809], [26.896, 34.468, 29.422], [17.430, 39.895, 33.487], [19.637, 35.458, 26.712], [17.663, 34.284, 38.399], [20.623, 38.144, 23.459], [15.501, 37.253, 28.522], [19.709, 35.250, 28.878], [18.856, 40.226, 31.035], [24.003, 37.877, 34.946], [17.465, 38.791, 32.411], [11.582, 39.466, 27.764], [15.519, 30.550, 31.592], [13.154, 39.267, 30.325], [23.507, 34.764, 27.919], [16.508, 39.980, 34.253], [19.471, 30.004, 27.431], [20.585, 35.198, 40.172], [14.914, 37.088, 27.296], [25.722, 34.478, 24.915], [20.975, 33.033, 27.398], [25.117, 38.179, 35.000], [17.953, 37.069, 25.442], [18.596, 34.819, 38.535], [19.335, 32.591, 27.359], [15.270, 36.258, 33.916], [21.320, 35.957, 39.333], [20.835, 35.204, 41.122], [18.436, 35.264, 32.267], [18.490, 42.170, 34.275], [21.171, 37.623, 24.238], [18.661, 34.116, 40.703], [23.647, 37.612, 33.701], [19.500, 35.605, 37.429], [17.985, 35.050, 35.764], [23.965, 36.930, 31.733], [19.145, 35.482, 36.053], [22.215, 37.153, 33.443], [21.863, 36.868, 23.924], [21.477, 30.709, 26.355], [18.355, 41.112, 33.313], [21.705, 38.492, 24.917], [17.859, 38.039, 30.721], [17.526, 34.220, 30.486], [14.857, 37.966, 29.665], [25.474, 36.977, 32.976], [23.109, 34.497, 25.694], [19.131, 34.654, 39.911], [15.155, 36.260, 26.650], [11.114, 39.421, 26.539], [10.980, 40.089, 28.686]], "forces_ev_per_angstrom": [[0.09, -3.39, 1.28], [-0.30, -0.01, -0.07], [3.17, -4.66, -2.76], [-2.47, 0.48, 3.54], [2.13, 0.16, -0.72], [-0.11, -0.34, -0.89], [-0.53, -1.31, -1.64], [0.60, 1.11, -4.16], [2.42, 3.43, -0.66], [1.65, 3.88, -1.25], [0.43, 2.48, -0.18], [2.38, 3.44, -2.21], [2.25, -1.98, 2.00], [-2.94, 1.29, 2.89], [0.96, 1.33, -1.90], [-1.70, -0.33, -3.93], [4.49, 1.45, -0.93], [2.62, -1.09, -0.19], [-6.77, 0.50, 1.39], [-3.96, -3.01, 4.40], [-0.84, -0.43, -2.26], [-3.50, 0.01, -1.99], [4.51, -2.10, 2.04], [1.64, -8.16, -0.76], [1.34, -2.48, 0.46], [3.57, -3.99, -3.34], [-0.50, 0.21, -0.29], [-5.18, -0.77, 0.81], [-0.63, -1.62, -0.45], [-0.84, 1.10, -0.48], [0.26, -0.09, 0.53], [1.71, -0.51, 2.75], [-1.41, -0.09, 2.08], [-3.13, -1.79, 4.31], [-0.07, -0.14, -1.24], [-4.45, -8.65, 0.81], [-6.28, 0.81, -4.69], [-1.31, 0.05, 0.02], [4.19, 1.36, 5.20], [0.43, 0.12, -0.97], [4.42, -0.87, -2.02], [3.00, 0.05, -0.24], [3.03, 2.29, 2.13], [0.68, 2.87, 0.02], [3.75, 3.95, -1.93], [1.09, 0.45, -1.38], [-2.78, 0.58, -2.11], [-2.33, 2.14, -3.12], [1.61, 1.98, 1.33], [3.16, 3.40, 1.23], [-2.66, -2.73, 3.02], [-0.09, -0.35, -0.20], [2.80, 1.21, 8.60], [-3.40, 2.60, -4.06], [0.17, 3.51, 3.90], [0.32, 0.27, 0.48], [0.54, 0.72, -1.56], [-0.27, 0.04, -2.85], [1.06, 1.45, 3.96], [-0.64, 0.55, 0.56], [-3.75, 1.31, -2.25], [0.67, -0.90, 0.02], [0.66, 3.20, 0.79], [-1.88, 0.42, 1.01], [-2.03, -0.12, -1.35], [-3.49, 2.63, 3.76], [-1.19, 0.22, -1.76], [1.67, -3.16, 3.03], [-1.80, 0.18, -1.70], [0.51, 1.81, -1.30], [1.17, 2.76, -2.01], [0.03, 0.57, -0.93], [0.84, 0.27, -0.79], [-2.13, 1.19, 2.00], [-0.38, -0.31, 2.43], [2.00, -0.74, -1.39], [2.95, 0.98, -0.88], [-2.34, 0.47, 6.24], [-2.71, 0.86, -2.43], [0.22, 1.42, 0.39], [-0.69, 0.44, -0.14], [5.49, -2.01, -1.14], [2.83, -0.54, -1.48], [0.93, -5.55, -2.99], [-5.68, -0.22, -4.01], [-5.37, 2.49, -0.66], [-0.68, 0.12, 4.26], [-1.36, -2.06, 1.27], [-1.04, -0.52, 0.01], [-1.14, -2.32, 2.02], [4.13, 0.99, 2.38], [-2.85, 1.82, 0.05], [1.34, 0.89, 1.94], [0.27, 0.05, -3.60], [1.57, -0.61, 4.58], [5.18, 4.47, -0.59], [0.29, 0.27, 1.84], [-0.84, 3.29, 1.51], [-0.51, -0.23, 0.13], [-4.99, -1.69, -0.39], [2.67, -1.08, 4.39], [3.25, 0.93, 0.92], [1.08, 0.12, 1.48], [-0.51, 1.13, -4.44], [-1.20, -1.82, -0.36], [0.37, -0.24, -0.28], [-2.93, -4.30, 0.74], [-2.06, -3.39, -3.45], [-0.99, -2.21, -1.59], [1.36, 0.23, -1.58], [-1.55, -3.14, 0.43], [-0.72, 1.37, -2.09], [-0.42, -1.15, -0.42], [0.11, 0.06, -0.18], [3.31, 2.66, -5.29], [0.55, 0.38, -0.50], [1.94, 0.04, 4.48], [2.43, -2.10, -2.42]], "molar_mass_g_mol": 907.94, "relative_energy_kcal_mol": 622.3, "homo_lumo_gap_ev": 7.29, "total_charge": 0}

---

Record 2
{"formula": "C43H38BaIN11O2S3", "method": "wB97M-V/def2-TZVPD", "elements": ["H", "S", "H", "H", "H", "C", "C", "C", "H", "C", "C", "H", "N", "H", "H", "S", "H", "C", "C", "C", "C", "H", "C", "H", "C", "C", "H", "N", "C", "N", "N", "C", "C", "C", "N", "H", "Ba", "C", "H", "H", "C", "H", "C", "C", "C", "C", "H", "H", "H", "C", "C", "S", "C", "C", "H", "C", "H", "C", "C", "H", "C", "C", "N", "H", "H", "N", "C", "N", "N", "C", "H", "C", "H", "C", "O", "N", "H", "C", "H", "H", "O", "C", "H", "I", "C", "H", "H", "H", "C", "C", "H", "H", "C", "C", "H", "N", "H", "H", "C"], "xyz": [[1.113, 6.039, 0.401], [-0.841, -3.161, 1.979], [2.508, 7.244, -1.724], [4.711, -3.944, -2.459], [5.159, -1.483, -2.588], [1.337, -6.144, 4.629], [2.709, 2.687, 2.145], [-4.454, -0.565, 4.808], [4.950, 5.896, -1.985], [-3.479, -3.302, -1.482], [1.307, 5.177, -0.225], [1.856, -6.870, 5.239], [-1.635, -0.105, -1.769], [2.883, -6.083, 3.134], [-2.088, -2.312, -0.177], [-1.136, 0.177, 3.013], [-6.397, 0.496, -1.022], [-2.745, -0.029, 3.461], [-4.189, -3.251, -2.687], [1.913, -5.710, 3.442], [2.095, 0.975, -4.958], [-0.229, 3.970, 0.660], [1.228, -0.358, -3.184], [-3.592, -4.159, -0.832], [1.467, -3.232, 0.772], [-4.977, -0.226, 3.622], [1.588, -1.117, -5.152], [-3.084, -0.454, 4.703], [2.112, 2.036, -4.062], [2.629, -1.442, -0.375], [-3.386, 1.660, 1.093], [3.166, 6.442, -1.378], [-3.718, 2.280, -0.037], [-3.178, -1.160, -3.184], [0.377, -2.582, 0.947], [-1.325, -1.350, 5.369], [0.307, 0.328, 0.134], [0.007, -4.315, 3.031], [-0.102, 2.257, 3.319], [-4.938, -0.861, 5.722], [-4.805, 1.925, -0.818], [3.253, 4.090, -2.741], [-0.554, -4.719, 4.228], [4.380, -1.878, -1.951], [-2.461, -1.198, -1.975], [1.633, -0.256, -4.498], [-5.800, -0.678, 1.089], [1.170, 3.994, 4.715], [-1.155, 1.644, -2.808], [2.487, 4.086, -1.979], [2.453, -2.758, -0.239], [-2.764, 0.285, -4.052], [-4.154, 0.656, 1.486], [1.553, 3.489, 3.844], [-5.045, 2.479, -1.713], [3.169, -3.689, -0.989], [3.461, 2.559, -7.400], [2.551, 1.165, -6.376], [-2.627, -2.283, -1.114], [2.755, -4.730, 1.257], [2.783, 3.571, 3.230], [4.144, -3.240, -1.865], [-3.921, 0.117, 2.778], [-2.630, -1.223, 6.578], [-1.519, -4.328, 4.526], [0.725, 2.940, -0.839], [0.559, 4.026, -0.083], [1.515, 2.108, 2.094], [0.830, 2.613, 3.127], [1.703, 1.838, -2.747], [0.843, -1.301, -2.804], [-2.126, -0.723, 5.756], [-4.851, -4.065, -2.950], [-5.234, 0.179, 0.750], [4.160, 6.297, -2.359], [1.827, -4.378, 1.422], [3.474, 2.462, 1.420], [3.586, -1.025, -1.204], [2.949, -4.745, -0.912], [-4.611, -2.127, -4.471], [3.173, 2.421, -6.493], [-5.557, 0.829, -0.427], [-1.682, 0.206, 6.112], [4.401, 4.743, 3.797], [2.320, 5.208, -1.179], [2.428, 3.005, -4.416], [-6.004, -0.144, 3.320], [1.676, 1.086, -7.034], [-1.713, 0.718, -2.763], [1.653, 2.986, -1.804], [3.580, 6.760, -0.415], [3.729, 0.048, -1.261], [0.107, -5.649, 5.022], [1.243, -4.807, 2.635], [-3.087, 3.121, -0.305], [1.264, 0.651, -2.314], [3.233, 0.348, -6.639], [-0.343, -5.983, 5.947], [-4.054, -2.178, -3.545]], "forces_ev_per_angstrom": [[-0.03, -0.03, 0.04], [-0.18, -0.45, 0.14], [0.02, 0.01, 0.05], [0.01, 0.01, 0.00], [-0.02, 0.03, -0.01], [0.04, 0.01, -0.06], [-0.01, 0.06, 0.10], [-0.09, -0.08, 0.07], [0.01, 0.06, 0.08], [0.07, -0.02, 0.08], [0.09, 0.04, -0.04], [0.00, 0.02, 0.02], [-0.13, 0.06, -0.01], [0.00, -0.03, 0.02], [-0.01, -0.07, 0.02], [0.10, 0.18, -0.22], [0.00, -0.02, 0.02], [-0.12, -0.05, 0.24], [-0.02, 0.05, -0.06], [0.02, 0.01, -0.07], [0.04, 0.13, 0.17], [0.06, 0.01, 0.06], [0.00, -0.17, -0.06], [-0.03, 0.02, 0.02], [-0.23, -0.11, 0.24], [-0.10, 0.08, 0.06], [-0.02, -0.01, 0.01], [-0.11, 0.08, -0.37], [0.04, -0.10, -0.03], [-0.10, 0.03, 0.15], [-0.02, -0.10, 0.27], [-0.01, 0.07, 0.04], [0.07, 0.01, -0.04], [0.17, 0.09, 0.14], [0.28, 0.35, -0.09], [-0.04, -0.04, 0.00], [-0.10, -0.40, 1.26], [0.05, 0.25, -0.28], [0.04, -0.06, -0.01], [0.02, -0.02, -0.01], [0.09, -0.07, -0.10], [-0.01, 0.01, -0.02], [0.03, -0.01, -0.01], [0.05, -0.03, -0.03], [-0.42, -0.12, -0.39], [0.02, 0.03, -0.06], [0.00, -0.01, -0.02], [-0.06, -0.04, 0.01], [0.01, 0.00, 0.01], [-0.05, 0.01, 0.07], [0.29, -0.16, -0.27], [-0.02, -0.03, 0.17], [0.00, 0.30, -0.47], [0.12, 0.05, -0.14], [0.01, 0.02, 0.00], [-0.04, 0.07, 0.01], [-0.01, -0.01, -0.03], [-0.05, -0.13, -0.10], [0.07, 0.09, 0.03], [0.06, 0.08, -0.03], [0.31, 0.24, 0.12], [-0.05, 0.07, 0.05], [0.12, -0.20, 0.41], [-0.06, 0.00, -0.04], [0.00, 0.01, 0.03], [-0.08, -0.01, -0.31], [-0.08, 0.08, 0.02], [-0.03, -0.27, -0.06], [0.03, 0.23, 0.18], [0.03, -0.05, -0.38], [0.05, -0.02, -0.01], [0.22, -0.02, 0.15], [-0.01, 0.01, 0.00], [0.09, -0.14, 0.07], [0.01, -0.11, -0.10], [-0.08, -0.05, -0.14], [-0.02, -0.02, -0.04], [0.10, -0.01, 0.08], [0.01, -0.01, 0.03], [0.01, -0.05, -0.01], [0.01, 0.06, 0.06], [-0.01, 0.06, 0.01], [-0.04, 0.00, -0.01], [-0.28, -0.19, -0.12], [-0.04, -0.15, -0.07], [0.02, 0.03, 0.05], [0.02, 0.02, -0.04], [0.02, -0.01, 0.01], [-0.23, 0.11, -0.17], [0.10, 0.32, 0.09], [-0.02, -0.01, -0.01], [0.00, 0.00, -0.05], [-0.09, -0.01, 0.07], [-0.09, -0.10, 0.27], [-0.03, -0.02, -0.08], [0.32, 0.33, -0.58], [-0.01, 0.01, 0.01], [-0.01, -0.01, -0.01], [-0.08, -0.06, -0.06]], "molar_mass_g_mol": 1101.29, "homo_lumo_gap_ev": 7.03, "total_charge": 2}

---

Record 3
{"formula": "C5H22N2O5", "method": "wB97M-V/def2-TZVPD", "elements": ["H", "H", "H", "H", "H", "H", "H", "O", "H", "H", "H", "O", "N", "H", "H", "C", "H", "H", "H", "H", "H", "H", "O", "C", "C", "C", "N", "H", "H", "O", "H", "H", "O", "C"], "xyz": [[0.193, -2.421, 1.137], [1.142, -0.734, 2.730], [0.234, 2.097, -0.595], [1.566, 1.226, 2.260], [-3.331, 0.442, -0.723], [2.292, -1.064, -3.539], [0.692, 0.201, 3.924], [-1.622, 1.841, 1.573], [-2.467, -1.133, -1.822], [1.081, -2.353, -0.476], [-2.137, 1.777, 2.377], [1.488, -0.951, 0.962], [-0.559, -1.175, -0.324], [2.230, -1.741, -1.827], [0.074, -2.263, -2.580], [1.855, -1.022, -2.544], [-0.062, -0.792, -3.591], [0.015, 1.602, 2.203], [1.712, -0.242, 0.339], [2.055, -0.008, -2.188], [0.090, 0.505, -1.539], [-1.961, 0.019, -3.076], [0.974, -0.687, 3.688], [0.530, -1.830, 0.294], [-1.929, -0.207, -2.014], [-0.491, -0.424, -1.569], [-2.528, 0.882, -1.165], [-2.035, 1.517, 0.757], [-2.991, 1.589, -1.734], [1.028, 1.821, -0.131], [0.949, 2.120, 0.795], [-1.131, -0.661, 0.332], [0.899, 1.854, 2.547], [0.320, -1.201, -2.658]], "forces_ev_per_angstrom": [[-0.17, -0.52, -0.30], [-0.09, 0.24, 0.27], [-0.08, 0.17, 0.23], [-0.21, -0.34, 0.15], [0.00, 0.11, 0.25], [0.33, -0.50, 0.16], [0.15, -0.02, -0.36], [0.80, 0.27, 0.03], [-0.04, -0.09, -0.22], [-0.10, -0.65, 0.20], [-0.61, -0.22, -0.34], [-0.01, 0.06, -0.50], [-0.70, 0.37, 0.26], [0.63, -0.04, -0.29], [-0.15, 0.01, -0.33], [-1.29, 0.71, -0.21], [0.24, -0.23, -0.33], [0.41, -0.19, 0.04], [-0.09, 0.06, 0.08], [0.16, -0.06, 0.16], [-0.67, 0.09, 0.41], [-0.14, 0.24, -0.07], [-0.06, -0.61, 0.37], [0.62, 1.29, 0.26], [0.46, 0.71, 0.71], [1.25, -1.34, -1.23], [-0.87, -0.53, -0.24], [-0.35, -0.11, 0.16], [0.46, -0.01, -0.08], [0.45, 0.08, -0.13], [-0.06, 0.28, -0.39], [0.10, -0.08, 0.31], [-0.10, 0.72, 0.18], [-0.28, 0.11, 0.81]], "molar_mass_g_mol": 190.24, "relative_energy_kcal_mol": 17.1, "homo_lumo_gap_ev": 9.63, "total_charge": 0}